(1)
The following is a quantum chemistry calculation of a molecular structure, C6H5BeO6 in a non-equilibrium geometry, from the OMol25 dataset.

Calculated values
Gap between HOMO and LUMO ... 6.9 eV
F_max ... 6.0 eV Å⁻¹
Lowest unoccupied orbital energy ... -5.65 eV
HOMO ... -12.512 eV
Net charge ... +1
Energy relative to the best compared isomer or geometry (same formula, charge and spin) ... 62.3 kJ/mol

The geometry in XYZ format:
```
18
Properties=species:S:1:pos:R:3:forces:R:3
O -0.56156 2.36839 -3.87502 0.49 -3.11 2.90
C -0.46179 1.57060 -3.05017 -0.81 3.18 -3.39
Be -0.54121 0.71005 -1.15710 0.73 -0.57 0.52
C -0.53501 0.82138 1.18695 -0.50 0.84 1.11
O -0.66045 1.14095 2.27036 0.04 -0.44 -1.26
C -0.31674 -1.06575 -1.31937 -0.13 -1.65 -0.35
O -0.60467 -1.87693 -0.45553 0.25 1.30 -1.17
C 1.13081 1.29564 -1.03211 4.88 0.95 0.86
O 2.26476 1.50353 -0.95783 -4.42 -0.83 -0.35
C -2.21019 1.17561 -1.03511 -5.70 1.40 -1.15
O -3.33349 1.40946 -1.19477 4.83 -1.10 1.01
H 0.10473 -1.46761 -2.32815 -0.38 0.30 1.09
C 0.75312 -1.54258 2.34085 0.31 -0.26 -0.09
O 1.13188 -0.62753 1.27043 0.92 0.54 0.66
H -0.32250 -1.75438 2.23733 0.47 0.20 0.08
H 0.99442 -1.13874 3.34429 -0.24 -0.13 -0.64
H 1.30646 -2.47485 2.17233 -0.19 0.20 0.21
H 1.86144 -0.04726 1.58264 -0.52 -0.81 -0.06
```
Forces are in eV/Å.

Atom charges from the Löwdin analysis, given in e for atoms 1 to 6:
1. O 0.219
2. C 0.117
3. Be -0.130
4. C 0.024
5. O 0.176
6. C -0.224


(2)
The following is a quantum chemistry calculation of 5 unconnected molecules or ions with the total composition C34H73N5O4P in a non-equilibrium geometry, from the OMol25 dataset.

Calculated values
Gap between HOMO and LUMO ... 8.8 eV
F_max ... 2.4 eV Å⁻¹
Lowest unoccupied orbital energy ... -5.44 eV
HOMO ... -14.248 eV
Net charge ... +3

The geometry in XYZ format:
```
117
Properties=species:S:1:pos:R:3:forces:R:3
O 0.30348 0.67686 -2.02743 -0.28 0.22 -0.11
C 1.52418 0.36835 -2.64266 1.93 -1.39 0.54
O 1.44270 -0.37087 -3.63987 -0.59 0.58 -0.53
O 2.57125 0.73086 -2.05835 -1.01 0.76 -0.10
H 0.54010 0.96654 -1.14010 0.09 0.17 0.03
C 6.50810 8.59066 -0.95642 0.46 0.89 0.46
C 6.65154 7.39302 -0.03584 0.47 0.01 0.13
N 6.40708 6.11665 -0.72990 -0.03 -0.19 0.29
C 6.94786 5.69373 -1.91691 -0.06 0.26 -0.56
C 6.43338 4.47802 -2.19054 0.08 -0.57 0.44
N 5.61592 4.14119 -1.12932 -0.26 -0.16 0.38
C 5.64098 5.13420 -0.25790 -0.05 0.50 -0.01
C 4.88546 2.87823 -0.97757 0.94 -1.00 -1.05
H 6.70141 8.35467 -1.99828 -0.32 -0.04 -0.09
H 7.26428 9.33658 -0.69573 0.09 -0.20 0.04
H 5.58321 9.14091 -0.79714 -0.30 -0.40 -0.41
H 5.97763 7.43662 0.81631 -0.15 -0.03 -0.09
H 7.65453 7.34889 0.38923 0.05 -0.10 -0.14
H 7.61546 6.25695 -2.54437 0.07 0.23 0.27
H 6.69163 3.77445 -2.96156 -0.22 0.04 -0.13
H 5.14637 5.17352 0.69704 -0.16 -0.10 -0.06
H 4.29894 2.69002 -1.87520 -0.41 0.16 0.26
H 4.31211 2.75640 -0.06909 -0.11 0.58 0.07
H 5.63608 2.08347 -0.99627 -0.07 0.02 0.22
C -2.68299 -1.51474 -3.17781 0.27 -0.50 -0.26
C -1.29491 -1.45498 -3.80312 -0.88 0.63 0.64
N -0.90779 -2.68066 -4.49968 0.52 -0.55 0.64
C -1.63087 -3.81924 -4.81273 -0.32 0.76 0.41
C -0.75754 -4.71203 -5.31296 0.21 -0.18 -1.00
N 0.47995 -4.09338 -5.36100 -0.36 -0.57 0.83
C 0.37017 -2.92376 -4.75768 0.46 0.86 -1.11
C 1.71791 -4.70040 -5.80769 0.46 -0.75 0.22
H -2.85377 -0.64681 -2.54666 0.11 0.16 -0.14
H -2.71252 -2.38670 -2.51917 -0.30 -0.01 -0.07
H -3.47293 -1.56559 -3.92622 -0.11 -0.09 0.10
H -0.59137 -1.27356 -2.99738 0.23 -0.05 -0.31
H -1.20651 -0.62832 -4.50525 0.04 0.00 0.01
H -2.68822 -3.84561 -4.62394 -0.02 -0.25 -0.11
H -0.90522 -5.67922 -5.76004 -0.08 -0.06 0.15
H 1.16975 -2.19844 -4.64646 -0.12 0.00 0.31
H 2.56225 -4.08459 -5.51363 -0.08 0.23 -0.23
H 1.70338 -4.90217 -6.87487 -0.02 0.30 -0.08
H 1.86233 -5.65941 -5.30657 -0.17 0.06 0.03
C -3.57140 -0.21963 0.53635 0.01 -0.15 -0.01
C -2.58838 0.50663 1.43388 -0.52 1.14 0.71
C -1.75497 -0.37034 2.36771 0.74 -0.03 -1.23
C -2.58362 -1.20916 3.31431 -0.15 -0.44 0.36
P -1.63968 -2.33305 4.37603 -0.11 0.61 0.77
C -0.56262 -1.28942 5.41817 -0.07 -0.63 -0.50
C -1.25384 -0.58083 6.58102 0.02 -0.10 -0.42
C -0.34135 0.43158 7.24786 0.30 0.52 0.33
C -0.97783 1.06039 8.48698 -1.20 0.55 0.00
C -2.77330 -3.21076 5.48019 0.12 -0.13 -0.64
C -3.96969 -3.85154 4.76238 0.03 -0.78 0.84
C -4.75579 -4.75765 5.73126 -0.91 0.05 -0.20
C -6.25769 -4.72658 5.39867 0.38 0.36 0.01
C -0.49794 -3.46918 3.58280 0.93 -0.39 0.46
C -0.95344 -4.54463 2.58539 -0.60 0.75 0.08
C -1.39448 -5.86974 3.17955 -0.30 -1.02 -0.67
C -0.26304 -6.78035 3.65437 0.19 0.48 -0.17
H -4.27933 -0.84245 1.08507 -0.17 0.29 0.12
H -3.10984 -0.91208 -0.17174 0.24 0.26 -0.10
H -4.11400 0.56198 0.00696 -0.24 -0.33 -0.25
H -3.15386 1.25225 2.01614 -0.16 -0.45 0.27
H -2.00137 1.22121 0.84668 0.55 -0.63 -0.15
H -0.97934 0.19847 2.88305 -0.27 0.23 0.15
H -1.18066 -1.01662 1.68439 -0.07 -0.25 0.29
H -3.34412 -1.77974 2.77846 0.07 -0.09 0.02
H -3.12905 -0.61642 4.06006 -0.02 0.20 -0.19
H -0.11776 -0.61439 4.68169 0.17 0.25 0.32
H 0.23362 -1.95058 5.77163 0.06 0.11 0.05
H -1.58972 -1.31632 7.31377 0.03 -0.02 0.00
H -2.15171 -0.08837 6.19016 -0.01 0.15 0.24
H -0.06368 1.19463 6.51270 -0.11 0.06 0.07
H 0.61710 0.00643 7.55806 -0.14 -0.45 -0.18
H -0.28122 1.30407 9.28287 0.12 -0.13 -0.03
H -1.79152 0.44827 8.89232 0.47 -0.41 0.16
H -1.54695 1.97525 8.27802 0.43 0.08 -0.29
H -3.20132 -2.54539 6.23067 0.33 0.25 -0.02
H -2.09534 -3.89592 6.00177 -0.36 -0.30 0.05
H -3.70063 -4.51853 3.94474 0.16 0.52 -0.38
H -4.61710 -3.04580 4.41639 -0.03 -0.06 -0.19
H -4.60980 -4.46377 6.77230 0.09 0.00 -0.01
H -4.44746 -5.79847 5.62060 0.39 0.08 0.15
H -6.67333 -3.73570 5.59622 -0.02 -0.03 0.05
H -6.81141 -5.45165 5.98911 -0.05 -0.06 -0.08
H -6.39748 -4.91942 4.33314 -0.13 -0.18 0.05
H -0.01171 -3.90474 4.47298 -0.24 -0.30 -0.13
H 0.35211 -2.89776 3.19339 -0.36 0.35 -0.23
H -0.15024 -4.69613 1.86412 0.05 -0.14 0.08
H -1.78199 -4.11124 2.01084 0.03 -0.14 -0.08
H -1.88607 -6.41785 2.36440 0.04 0.11 -0.01
H -2.20496 -5.79491 3.90683 0.32 0.32 0.31
H -0.64521 -7.73349 4.00910 0.00 0.04 0.19
H 0.35558 -6.30875 4.42132 -0.08 -0.16 0.15
H 0.39819 -6.99531 2.81141 0.00 -0.01 0.03
C 1.36344 4.34770 -6.45552 -0.02 -0.63 0.32
N 0.17062 3.53898 -6.06002 -1.00 -0.34 0.20
C -1.04792 4.41211 -6.02614 -0.34 0.59 -0.27
C -0.03419 2.43264 -7.06474 -0.75 0.42 0.63
C 0.32259 2.88312 -4.71008 1.90 -1.02 -0.23
C 0.92428 3.74289 -3.63405 -1.26 1.09 0.02
O 0.06920 4.87760 -3.39179 0.04 -0.28 -0.07
H 1.35135 5.23629 -5.83574 0.17 0.26 -0.32
H 1.29890 4.51307 -7.52561 -0.06 0.45 0.03
H 2.25996 3.76158 -6.25764 -0.01 -0.02 0.00
H -0.77858 5.41102 -5.69859 0.09 -0.10 0.17
H -1.76980 4.01174 -5.32394 -0.02 -0.14 -0.06
H -1.49630 4.50395 -7.01408 0.15 -0.19 -0.06
H 0.86118 1.82269 -7.07705 0.08 0.04 -0.42
H -0.35456 2.90729 -7.98736 0.55 -0.20 -0.30
H -0.88226 1.83605 -6.72916 0.10 -0.07 0.12
H 1.08158 2.10701 -4.88832 -0.07 -0.03 0.12
H -0.54996 2.30897 -4.41061 -0.44 0.54 -0.17
H 1.87414 4.14464 -3.98583 0.35 -0.41 0.42
H 0.96895 3.12713 -2.73853 0.55 -0.12 -0.07
H 0.10318 5.11673 -2.46102 0.02 0.03 -0.05
```
Forces are in eV/Å.

Atom charges from the Löwdin analysis, given in e for atoms 1 to 6:
1. O 0.008
2. C -0.814
3. O -0.054
4. O -0.036
5. H 0.090
6. C -0.052


(3)
The following is a quantum chemistry calculation of 10 unconnected molecules or ions with the total composition C18H40O18 in a non-equilibrium geometry, from the OMol25 dataset.

Calculated values
Gap between HOMO and LUMO ... 9.4 eV
F_max ... 3.6 eV Å⁻¹
Lowest unoccupied orbital energy ... 0.17 eV
HOMO ... -9.283 eV
Net charge ... 0
Energy relative to the best compared isomer or geometry (same formula, charge and spin) ... 282.8 kJ/mol
SMILES ... O=C1OCCO1.O=C1OCCO1.O=C1OCCO1.O=C1OCCO1.CO.CO.CO.CO.CO.CO

The geometry in XYZ format:
```
76
Properties=species:S:1:pos:R:3:forces:R:3
C -12.55131 -3.12892 -5.12730 0.54 1.03 -1.73
O -13.76451 -2.31292 -5.42113 1.72 -1.66 1.24
H -12.28665 -3.66071 -6.11047 -0.02 1.17 1.34
H -11.70965 -2.42351 -4.73758 -1.26 -1.35 -0.88
H -12.66958 -3.95470 -4.41739 -0.42 0.45 0.21
H -14.04788 -2.13735 -4.50800 -0.50 0.39 -0.11
C -15.26786 -10.38428 -2.51491 1.08 0.10 -0.55
O -16.53508 -10.52411 -3.09520 0.59 -1.62 -0.58
H -15.41176 -10.32494 -1.43685 0.64 0.02 0.21
H -14.63434 -11.24638 -2.81141 -0.58 0.21 0.47
H -14.69021 -9.50660 -2.90828 -0.66 -0.36 0.50
H -16.95113 -9.69542 -3.02744 -1.11 1.71 -0.11
C -13.66612 -0.34321 -2.33155 -1.24 0.57 -1.01
O -14.15870 -1.63681 -2.56521 -1.18 -1.52 0.24
H -14.18357 0.12648 -1.52895 -0.02 0.22 1.28
H -12.60437 -0.40559 -2.19909 0.54 0.20 0.22
H -13.91924 0.35771 -3.15723 0.45 -0.61 -0.07
H -15.01111 -1.89076 -2.08805 1.42 1.08 -0.75
C -22.01644 -1.95232 -3.12969 -0.54 -0.84 1.31
O -20.82435 -2.44173 -2.54874 -0.34 0.05 0.40
H -21.87286 -1.09478 -3.73930 0.20 0.82 -0.62
H -22.50754 -2.73531 -3.68257 -0.17 -0.34 -0.68
H -22.74721 -1.71475 -2.33578 0.45 0.17 -0.11
H -20.07221 -2.19493 -3.11132 0.28 0.32 -0.06
C -18.67506 -0.32042 -4.53364 -0.94 -1.48 -0.86
O -18.65197 -1.61240 -3.90262 0.05 0.64 0.19
H -17.73749 -0.01346 -4.97442 0.40 -0.27 -0.13
H -19.46898 -0.34313 -5.31314 0.53 0.34 0.30
H -18.93146 0.37486 -3.78395 -0.40 0.90 0.86
H -18.25121 -2.24376 -4.52948 0.29 0.29 -0.14
C -17.31411 -5.64090 0.05851 0.29 1.08 0.53
O -17.46560 -5.01470 -1.21977 -0.02 -1.05 0.53
H -17.58698 -6.65298 -0.07345 -0.17 -1.19 -0.25
H -16.27903 -5.63210 0.49612 -0.72 0.21 -0.64
H -18.01593 -5.25338 0.83143 0.37 0.18 -0.49
H -17.07571 -4.14620 -1.22853 0.23 0.68 0.09
C -19.51853 -1.54520 0.52563 0.32 2.02 -0.90
C -18.68071 -0.28639 0.93644 -0.64 -1.40 -0.49
O -17.42022 -0.51134 0.25029 -0.33 0.86 -0.01
C -17.44031 -1.68976 -0.36820 0.06 -0.74 0.02
O -16.58112 -2.14256 -1.08321 -0.10 0.40 0.51
O -18.52355 -2.39111 -0.02983 -0.52 -0.32 -0.58
H -20.31254 -1.22530 -0.20886 0.87 -0.98 0.51
H -19.91130 -1.99986 1.39296 -0.68 -0.70 0.69
H -18.54699 -0.32354 2.01272 0.42 0.53 0.00
H -19.20340 0.59780 0.57184 0.63 0.20 0.20
C -15.34512 -5.11864 -4.08275 -0.71 -0.20 0.06
C -15.35896 -5.63188 -5.52436 -0.09 -0.43 -0.11
O -16.32627 -4.79705 -6.19867 0.72 0.76 0.23
C -16.63987 -3.74159 -5.43137 1.55 -2.79 1.64
O -17.39715 -2.89825 -5.76980 -0.65 1.15 -0.36
O -16.07943 -3.87715 -4.16694 -0.85 0.55 -1.54
H -14.33499 -4.85168 -3.71980 -0.80 -0.54 -0.04
H -15.92610 -5.84811 -3.46830 0.77 0.93 0.03
H -15.78734 -6.65297 -5.61244 0.76 0.55 0.12
H -14.34662 -5.51534 -5.95044 -0.69 -0.18 -0.33
C -19.66718 -4.90689 -4.18397 0.82 -2.22 1.70
C -20.34225 -5.64967 -3.00114 1.66 0.65 -0.30
O -19.80923 -7.00442 -3.14874 -0.04 0.59 0.56
C -18.57874 -6.94524 -3.72677 -1.24 0.96 -0.28
O -17.79486 -7.84191 -3.77360 0.09 0.15 0.13
O -18.41675 -5.73796 -4.31855 -0.90 0.68 -0.10
H -19.40166 -3.89499 -3.92052 0.12 -0.07 -0.32
H -20.30177 -5.03902 -5.03751 0.21 0.24 -0.88
H -21.40566 -5.62104 -3.06696 -0.72 -0.48 -0.16
H -20.04326 -5.16681 -2.05619 0.12 -0.65 -0.22
C -12.37183 -4.09904 -0.66369 -1.34 -0.14 -1.98
C -13.06714 -4.81801 0.50489 0.87 -0.20 0.66
O -13.55814 -6.03462 -0.08836 -0.97 -0.24 -0.18
C -13.44110 -6.04789 -1.43863 1.16 1.07 -0.81
O -13.86037 -6.82669 -2.24921 0.25 0.38 1.58
O -12.66104 -4.96892 -1.81120 -0.37 -0.78 0.66
H -11.30667 -4.07033 -0.54873 0.51 0.13 0.12
H -12.76925 -3.15769 -1.09177 0.17 -0.05 1.23
H -13.85723 -4.26602 1.08437 0.56 -0.58 -0.96
H -12.27029 -5.14458 1.21544 -0.79 0.33 -0.28
```
Forces are in eV/Å.

Atom charges from the Löwdin analysis, given in e for atoms 1 to 6:
1. C -0.126
2. O -0.145
3. H 0.094
4. H 0.101
5. H 0.039
6. H 0.020


(4)
The following is a quantum chemistry calculation of 5 unconnected molecules or ions with the total composition C7H18O5 in a non-equilibrium geometry, from the OMol25 dataset.

Calculated values
Gap between HOMO and LUMO ... 9.0 eV
F_max ... 5.1 eV Å⁻¹
Lowest unoccupied orbital energy ... 0.24 eV
HOMO ... -8.756 eV
Net charge ... 0
Energy relative to the best compared isomer or geometry (same formula, charge and spin) ... 410.1 kJ/mol
SMILES ... C=C/C=C/CCC=O.O.O.O.O

The geometry in XYZ format:
```
30
Properties=species:S:1:pos:R:3:forces:R:3
O -0.36897 -2.70312 2.13487 -0.11 0.81 -0.19
C -0.16430 -1.73451 1.42859 0.24 -2.31 -0.47
C 1.22698 -1.67567 0.66498 -1.29 0.37 4.92
C 1.72262 -0.32877 1.29993 1.72 -0.19 -1.32
C 0.78330 0.80774 0.99989 -0.08 0.06 -0.97
C 0.60263 1.17199 -0.28434 -1.00 0.48 -0.04
C -0.68154 1.84525 -0.79919 2.07 0.18 2.36
C -1.61207 2.27760 0.03943 0.28 0.01 0.00
H -0.97994 -0.97538 1.34084 1.21 -0.02 -0.22
H 1.75948 -2.58345 1.08350 -0.38 1.14 -0.78
H 1.09994 -1.69429 -0.35187 -0.18 0.15 -2.58
H 1.90553 -0.56638 2.31931 -0.32 0.22 1.17
H 2.74250 -0.09585 0.94801 -0.29 0.10 -0.17
H 0.12611 1.22857 1.76541 0.11 -0.58 -0.09
H 1.42309 1.00538 -1.01815 -1.23 -0.01 0.70
H -0.66508 1.98604 -1.82085 -0.28 0.66 -1.85
H -2.44119 2.94116 -0.11867 -0.29 -0.14 -0.65
H -1.46799 1.98565 1.05120 -0.15 0.03 0.89
H 0.89278 0.11885 -2.88248 2.00 -0.14 0.12
H -0.08676 0.75594 -3.81023 -0.08 1.43 -2.24
O -0.00897 0.23155 -3.06146 -1.91 -1.57 1.61
H 2.44653 -0.30156 -1.43181 0.12 -0.22 0.10
H 3.93122 -0.19823 -1.13801 -0.60 0.51 -0.67
O 3.21862 0.21798 -1.67592 0.93 -0.68 0.38
H -3.14422 0.17446 2.02144 -0.11 0.14 -0.26
H -2.66645 -1.23232 1.71354 -0.25 -0.13 -0.24
O -3.00621 -0.68392 2.42081 -0.03 0.02 0.58
H -2.17675 -1.37602 -1.17256 -0.34 -0.46 0.47
H -2.03031 0.06749 -1.12188 -0.56 -0.41 1.33
O -2.38059 -0.66619 -0.54434 0.78 0.57 -1.89
```
Forces are in eV/Å.

Atom charges from the Löwdin analysis, given in e for atoms 1 to 6:
1. O 0.042
2. C -0.246
3. C -0.099
4. C -0.201
5. C -0.100
6. C -0.082